# 1
Entry from OMol25: a structure of composition C12H14AgCl4N2 in a non-equilibrium geometry (ωB97M-V with the def2-TZVPD basis set).

Each line ends with the Mulliken charge.
Geometry (Å):
Ag: -6.023 -2.883 0.998  0.648
C: -3.665 -0.073 1.202  -0.845
N: -2.264 0.171 0.841  0.108
C: -1.945 0.540 -0.406  -0.205
C: -0.627 0.657 -0.817  -0.832
C: 0.395 0.382 0.067  0.985
C: 0.048 0.170 1.432  -0.861
C: -1.275 0.078 1.770  -0.198
C: 1.792 0.575 -0.349  0.930
C: 2.728 1.202 0.479  -0.925
C: 4.040 1.239 0.068  -0.028
N: 4.412 0.739 -1.140  0.033
C: 3.488 0.213 -1.998  -0.474
C: 2.183 0.119 -1.619  -0.651
C: 5.845 0.792 -1.508  -0.923
H: -4.309 0.402 0.469  0.299
H: -3.856 0.253 2.220  0.300
H: -3.735 -1.146 1.042  0.297
H: -2.787 0.820 -1.025  0.373
H: -0.490 0.891 -1.863  0.365
H: 0.809 0.115 2.195  0.412
H: -1.619 -0.052 2.785  0.397
H: 2.479 1.546 1.472  0.432
H: 4.863 1.652 0.630  0.339
H: 3.860 -0.097 -2.963  0.439
H: 1.450 -0.232 -2.331  0.445
H: 6.083 -0.233 -1.787  0.360
H: 6.457 1.230 -0.731  0.266
H: 5.946 1.423 -2.393  0.351
Cl: -3.674 -4.497 1.244  -0.786
Cl: -8.728 -3.695 0.418  -0.649
Cl: -5.262 -1.340 -1.295  -0.701
Cl: -6.618 -0.959 2.897  -0.702

* max |F|: 1.90 eV Å⁻¹
* HOMO energy: -3.399 eV
* energy relative to the best compared isomer or geometry (same formula, charge and spin): 144.5 kJ/mol
* gap between HOMO and LUMO: 1.7 eV
* net charge: -1
* E_tot: -2562.85374 Ha

# 2
Entry from OMol25: a cluster of 2 separate species, C3H8P2 in total in a non-equilibrium geometry (ωB97M-V with the def2-TZVPD basis set).

Each line ends with the Mulliken charge.
Geometry (Å):
C: -1.233 1.362 -0.310  -0.496
C: 2.416 0.561 0.806  -0.564
C: -1.638 -1.431 -0.023  -0.904
P: 1.531 -0.628 0.042  -0.111
P: -0.898 0.132 0.714  -0.069
H: -1.858 1.425 -1.210  0.296
H: -0.801 2.282 -0.052  0.351
H: 2.099 0.987 1.809  0.311
H: 3.014 1.174 0.100  0.280
H: -2.224 -1.141 -0.855  0.286
H: -0.746 -2.145 -0.175  0.278
H: -2.163 -1.890 0.770  0.317
H: 2.504 -0.688 -1.617  0.025

* max |F|: 4.60 eV Å⁻¹
* HOMO energy (spin up / spin down): -6.043 / -8.936 eV
* energy relative to the best compared isomer or geometry (same formula, charge and spin): 286.0 kJ/mol
* gap between HOMO and LUMO (spin up / spin down): 5.8 / 6.5 eV
* E_tot: -801.55147 Ha
* spin multiplicity: 3